--- i ---
8
Properties=species:S:1:pos:R:3 method="wB97M-V/def2-TZVPD" spin_multiplicity=3 total_charge=-1 homo_lumo_gap_ev="5.458 / 6.650" lumo_energy_ev="3.774 / 0.836"
N -0.645 0.635 0.333
N -0.278 1.756 -0.085
O 0.927 1.995 -0.257
O -3.094 -0.390 1.085
O -1.164 2.576 -0.336
O -2.266 -1.016 -1.206
S -2.577 0.056 -0.220
H 0.362 -0.349 -0.074

--- ii ---
8
Properties=species:S:1:pos:R:3 method="wB97M-V/def2-TZVPD" spin_multiplicity=3 total_charge=-1 homo_lumo_gap_ev="4.415 / 5.812" lumo_energy_ev="3.821 / 0.749"
N 0.214 0.186 -0.216
N 0.197 -0.195 -1.472
O -0.929 1.265 2.001
O 0.909 0.149 -2.366
O -0.761 -0.944 -1.678
O 0.212 -0.995 2.070
S -0.804 -0.090 1.421
H 0.962 0.624 0.240

Preferred: ii; penalty for the next structure: 2.4 kcal/mol.

--- i ---
25
Properties=species:S:1:pos:R:3 method="wB97M-V/def2-TZVPD" smiles=CCCCCNC.O spin_multiplicity=1 total_charge=0 homo_lumo_gap_ev=9.908 lumo_energy_ev=0.981
C 1.559 1.168 -2.000
C 1.308 -0.078 -1.075
C -0.220 -0.475 -1.572
C -1.240 0.375 -0.788
C -1.039 0.824 0.678
N -1.621 -0.038 1.799
C -1.154 -1.396 1.635
H 1.614 0.850 -3.045
H 2.319 1.710 -1.677
H 0.780 1.837 -1.864
H 1.892 -0.940 -1.312
H 1.055 0.408 -0.030
H -0.306 -0.376 -2.631
H -0.535 -1.511 -1.431
H -2.330 0.160 -0.887
H -1.197 1.348 -1.345
H -1.229 1.933 0.820
H 0.118 0.597 0.907
H -2.650 0.037 1.768
H 0.015 -1.243 1.626
H -1.472 -1.809 2.637
H -1.739 -2.071 0.926
O 2.356 -0.567 2.411
H 1.726 -0.125 2.933
H 1.990 -0.617 1.517

--- ii ---
25
Properties=species:S:1:pos:R:3 method="wB97M-V/def2-TZVPD" smiles=CCCO.CCNC spin_multiplicity=1 total_charge=0 homo_lumo_gap_ev=9.931 lumo_energy_ev=0.953
C 1.981 1.267 -2.884
C 1.241 0.437 -1.838
C 1.613 0.872 -0.423
O 1.164 0.004 0.570
H 1.617 1.048 -3.888
H 3.038 1.028 -2.843
H 1.861 2.333 -2.715
H 0.157 0.553 -1.973
H 1.481 -0.619 -1.958
H 2.708 0.896 -0.369
H 1.230 1.891 -0.260
H 0.154 -0.004 0.776
C -0.486 -2.048 2.357
C -1.624 -1.344 1.637
N -1.275 0.024 1.264
C -2.049 0.614 0.184
H -0.023 -1.389 3.088
H -0.852 -2.924 2.890
H 0.305 -2.358 1.677
H -1.882 -1.857 0.713
H -2.528 -1.377 2.259
H -1.135 0.640 2.050
H -1.930 -0.007 -0.695
H -1.657 1.607 -0.028
H -3.109 0.712 0.409

--- iii ---
25
Properties=species:S:1:pos:R:3 method="wB97M-V/def2-TZVPD" smiles=CCCN(C)CC.O spin_multiplicity=1 total_charge=0 homo_lumo_gap_ev=8.559 lumo_energy_ev=0.740
C 1.528 -1.106 0.409
C 0.352 -1.733 1.144
C -0.659 -0.738 1.649
N -1.391 0.042 0.642
C -1.730 -0.658 -0.560
C -1.143 1.451 0.594
C 0.177 1.926 -0.081
H 1.978 -0.300 0.960
H 1.198 -0.704 -0.551
H 2.298 -1.841 0.217
H 0.668 -2.331 2.008
H -0.153 -2.400 0.494
H -0.139 -0.037 2.280
H -1.399 -1.264 2.267
H -0.911 -0.940 -1.228
H -2.331 -1.547 -0.332
H -2.350 -0.051 -1.144
H -1.978 1.963 0.114
H -1.125 1.843 1.616
H 0.705 2.724 0.433
H -0.079 2.241 -1.098
H 0.810 1.066 -0.252
O 2.162 0.825 -2.906
H 1.371 1.358 -3.027
H 2.142 0.211 -3.647

--- iv ---
25
Properties=species:S:1:pos:R:3 method="wB97M-V/def2-TZVPD" smiles=CCC[C@H](C)NC.O spin_multiplicity=1 total_charge=0 homo_lumo_gap_ev=10.521 lumo_energy_ev=0.878
C -1.318 2.040 -1.176
C 0.038 1.680 -0.596
C 0.553 0.258 -0.976
C 1.085 -0.704 -0.040
C 1.557 -2.016 -0.583
N -0.025 -0.904 1.015
C 0.291 -0.163 2.221
H -2.051 1.141 -0.955
H -1.067 2.180 -2.285
H -1.705 2.916 -0.797
H -0.028 1.795 0.454
H 0.759 2.452 -0.898
H 1.355 0.266 -1.772
H -0.347 -0.209 -1.411
H 1.995 -0.270 0.525
H 0.769 -2.561 -1.364
H 1.740 -2.668 0.177
H 2.447 -1.844 -1.315
H 0.042 -1.905 1.389
H 1.462 0.009 2.326
H 0.089 -0.599 3.224
H -0.361 0.692 2.299
O -2.781 -0.388 0.016
H -2.236 -1.120 -0.260
H -2.259 -0.076 0.782

Preferred: ii; penalty for the next structure: 6.9 kcal/mol.

--- i ---
12
Properties=species:S:1:pos:R:3 method="wB97M-V/def2-TZVPD" spin_multiplicity=1 total_charge=0 homo_lumo_gap_ev=10.579 lumo_energy_ev=1.116
N -1.624 0.057 -1.010
C -0.439 0.697 -0.003
C 0.280 -0.511 0.587
N 1.751 -0.327 0.525
H -2.207 0.899 -1.089
H -0.729 0.499 -1.339
H 0.400 1.342 -0.323
H -1.054 1.302 0.663
H -0.075 -1.370 0.020
H 0.095 -0.650 1.647
H 2.175 -1.204 0.796
H 2.093 -0.120 -0.406

--- ii ---
12
Properties=species:S:1:pos:R:3 method="wB97M-V/def2-TZVPD" smiles=NCCN spin_multiplicity=1 total_charge=0 homo_lumo_gap_ev=9.579 lumo_energy_ev=1.154
N 0.720 -0.535 -1.612
C 0.180 0.494 -0.678
C -0.150 -0.296 0.623
N -0.848 0.679 1.461
H 0.103 -0.754 -2.296
H 1.277 -1.290 -1.231
H -0.573 1.069 -1.294
H 0.982 1.166 -0.462
H -0.787 -1.193 0.387
H 0.857 -0.753 1.023
H -1.584 0.321 1.969
H -0.177 1.092 2.110

--- iii ---
12
Properties=species:S:1:pos:R:3 method="wB97M-V/def2-TZVPD" smiles="C=CN.N" spin_multiplicity=1 total_charge=0 homo_lumo_gap_ev=9.473 lumo_energy_ev=1.020
C -0.312 -0.984 -0.317
C 0.065 -0.783 -1.589
N 0.353 0.420 -2.185
H -0.164 -0.254 0.465
H -0.497 -2.011 -0.038
H 0.177 -1.696 -2.165
H 1.005 1.112 -1.841
H 0.359 0.491 -3.193
N -0.242 1.038 2.964
H -0.817 1.458 2.227
H 0.721 1.092 2.654
H -0.650 0.118 3.019

Preferred: iii; penalty for the next structure: 1.4 kcal/mol.

--- i ---
12
Properties=species:S:1:pos:R:3 method="wB97M-V/def2-TZVPD" smiles=NCCN spin_multiplicity=1 total_charge=0 homo_lumo_gap_ev=10.276 lumo_energy_ev=1.192
N -0.117 -1.004 -1.641
C -0.453 -0.035 -0.605
C 0.517 0.032 0.598
N 0.102 1.093 1.539
H 0.781 -0.789 -2.061
H 0.045 -1.918 -1.197
H -1.440 -0.269 -0.204
H -0.451 0.957 -1.059
H 0.482 -0.960 1.068
H 1.517 0.263 0.250
H -0.730 1.550 1.189
H -0.092 0.734 2.461

--- ii ---
12
Properties=species:S:1:pos:R:3 method="wB97M-V/def2-TZVPD" smiles="C=CN.N" spin_multiplicity=1 total_charge=0 homo_lumo_gap_ev=9.252 lumo_energy_ev=0.983
C -0.627 -0.729 -0.675
C -1.682 -0.423 -1.453
N -2.421 0.750 -1.235
H -0.073 -0.015 -0.082
H -0.196 -1.694 -0.916
H -1.725 -0.789 -2.472
H -1.965 1.472 -0.709
H -2.945 1.050 -2.029
N 3.096 0.083 2.585
H 2.307 -0.486 2.861
H 2.744 1.018 2.418
H 3.487 -0.238 1.709

--- iii ---
12
Properties=species:S:1:pos:R:3 method="wB97M-V/def2-TZVPD" smiles="C=NC.N" spin_multiplicity=1 total_charge=0 homo_lumo_gap_ev=9.469 lumo_energy_ev=0.651
C 2.237 -0.585 0.400
N 1.828 0.322 1.242
C 0.371 0.751 1.248
H 1.633 -1.449 0.140
H 3.172 -0.281 -0.174
H 0.088 1.288 0.318
H -0.309 -0.006 1.683
H 0.470 1.416 2.127
N -2.369 -0.404 -1.568
H -3.377 -0.270 -1.874
H -1.782 0.404 -1.494
H -1.962 -1.186 -2.047

Preferred: i; penalty for the next structure: 20.2 kcal/mol.

--- i ---
22
Properties=species:S:1:pos:R:3 method="wB97M-V/def2-TZVPD" spin_multiplicity=2 total_charge=+1 homo_lumo_gap_ev="11.805 / 6.901" lumo_energy_ev="-3.035 / -7.897"
C -0.650 2.386 0.370
C -0.786 0.889 0.655
N 0.512 0.240 0.479
C 1.356 -0.052 1.696
C 0.515 -0.915 -0.426
C 1.397 -0.700 -1.634
O 1.016 0.332 -2.456
O 2.294 -1.391 -2.003
H 0.416 2.632 0.212
H -0.807 3.030 1.232
H -1.123 2.710 -0.547
H -1.522 0.300 0.111
H -1.153 0.777 1.680
H 2.330 -0.399 1.359
H 0.845 -0.801 2.287
H 1.527 0.931 2.122
H -0.466 -1.305 -0.729
H 0.983 -1.779 0.058
H 0.469 0.979 -2.038
H -2.747 -2.138 -1.354
H -2.362 -3.118 -0.152
O -2.044 -2.608 -0.923

--- ii ---
22
Properties=species:S:1:pos:R:3 method="wB97M-V/def2-TZVPD" spin_multiplicity=2 total_charge=+1 homo_lumo_gap_ev="10.850 / 4.717" lumo_energy_ev="-3.313 / -9.437"
C 0.338 -0.753 1.031
C 0.953 -0.107 -0.258
C 0.875 -1.089 -1.397
C 2.282 0.504 0.076
N -0.987 -1.245 0.815
C -2.041 -0.400 0.532
O -3.076 -1.101 0.100
O -2.026 0.793 0.628
H 0.946 -1.598 1.389
H 0.411 -0.057 1.881
H 0.301 0.743 -0.535
H 1.320 -2.078 -1.248
H 1.343 -0.739 -2.319
H -0.179 -1.286 -1.675
H 2.225 1.232 0.889
H 2.738 1.063 -0.755
H 3.115 -0.172 0.290
H -1.007 -2.251 0.685
H -3.835 -0.539 -0.059
H -1.756 3.368 -0.506
H -1.002 2.425 0.426
O -0.937 3.289 0.008

Preferred: ii; penalty for the next structure: 12.0 kcal/mol.

--- i ---
16
Properties=species:S:1:pos:R:3 method="wB97M-V/def2-TZVPD" spin_multiplicity=1 total_charge=0 homo_lumo_gap_ev=9.390 lumo_energy_ev=0.999
C -1.046 -1.543 0.563
C 0.139 -1.749 -0.053
C 0.882 -0.513 -0.457
C -0.361 0.287 -0.845
C 0.069 1.685 -0.864
C 0.595 1.700 0.357
C 0.540 0.287 0.953
C -0.882 0.052 0.617
H -1.864 -2.056 0.827
H 0.198 -2.761 -0.971
H 1.764 -0.545 -1.190
H -0.914 -0.147 -1.577
H 0.016 2.300 -1.784
H 1.164 2.156 1.125
H 1.107 0.246 1.917
H -1.407 0.601 1.382

--- ii ---
16
Properties=species:S:1:pos:R:3 method="wB97M-V/def2-TZVPD" spin_multiplicity=1 total_charge=0 homo_lumo_gap_ev=9.734 lumo_energy_ev=1.140
C 1.777 0.095 0.687
C 1.775 -0.065 -0.656
C 0.294 -0.102 -1.021
C -0.349 -1.039 0.078
C -1.800 -0.641 0.098
C -1.778 0.691 -0.089
C -0.278 1.035 -0.130
C 0.293 0.094 1.008
H 2.635 0.111 1.347
H 2.648 -0.215 -1.254
H 0.073 -0.264 -2.074
H -0.050 -2.074 0.153
H -2.640 -1.312 0.183
H -2.579 1.428 -0.133
H 0.060 2.042 -0.225
H -0.082 0.215 2.029

--- iii ---
16
Properties=species:S:1:pos:R:3 method="wB97M-V/def2-TZVPD" smiles="C1=CC2C=CC1C=C2" spin_multiplicity=1 total_charge=0 homo_lumo_gap_ev=8.971 lumo_energy_ev=0.831
C 1.091 -0.330 0.881
C 0.738 -1.377 0.022
C -0.537 -0.932 -0.716
C 0.001 0.315 -1.561
C 0.542 1.266 -0.752
C 0.392 0.973 0.785
C -1.200 0.493 1.159
C -1.572 -0.340 0.179
H 1.773 -0.641 1.596
H 1.443 -2.385 -0.191
H -0.670 -1.809 -1.480
H 0.324 0.141 -2.690
H 1.324 2.233 -0.819
H 0.843 1.771 1.525
H -1.878 1.415 1.626
H -2.613 -0.794 0.437

Preferred: ii; penalty for the next structure: 59.8 kcal/mol.

--- i ---
8
Properties=species:S:1:pos:R:3 method="wB97M-V/def2-TZVPD" spin_multiplicity=1 total_charge=0 homo_lumo_gap_ev="7.879 / 7.880" lumo_energy_ev="0.527 / 0.529"
C 1.654 0.144 -0.278
C -1.402 -1.788 -0.067
N 0.994 1.078 0.043
N -0.290 -1.801 -0.337
P 0.404 2.407 0.615
H 1.649 -0.956 -0.296
H -2.197 -1.646 0.620
H -0.812 2.561 -0.301

--- ii ---
8
Properties=species:S:1:pos:R:3 method="wB97M-V/def2-TZVPD" spin_multiplicity=1 total_charge=0 homo_lumo_gap_ev=8.380 lumo_energy_ev=-0.066
C -0.791 -0.590 -0.129
C -2.051 -0.570 -0.160
N 0.473 -0.821 0.216
N 0.940 0.509 0.349
P -0.556 1.340 -0.042
H 0.963 -1.608 -0.153
H 1.042 0.549 1.353
H -0.020 1.189 -1.434

Preferred: i; penalty for the next structure: 57.3 kcal/mol.

--- i ---
17
Properties=species:S:1:pos:R:3 method="wB97M-V/def2-TZVPD" smiles=CNCO.O.O spin_multiplicity=1 total_charge=0 homo_lumo_gap_ev=9.821 lumo_energy_ev=0.690
C -0.801 0.148 2.367
N -1.082 -0.619 1.146
C -1.663 0.164 0.009
O -0.717 0.425 -1.022
H -1.358 -0.221 3.131
H -0.808 1.206 2.202
H 0.252 0.051 2.699
H -0.267 -0.870 0.690
H -2.618 -0.231 -0.173
H -1.786 1.194 0.391
H -0.581 -0.304 -1.584
O 1.907 1.251 -2.113
H 1.855 2.004 -2.690
H 1.023 1.021 -1.780
O 2.067 -1.769 -0.763
H 2.105 -0.958 -1.348
H 2.471 -2.490 -1.160

--- ii ---
17
Properties=species:S:1:pos:R:3 method="wB97M-V/def2-TZVPD" smiles="C=NC.O.O.O" spin_multiplicity=1 total_charge=0 homo_lumo_gap_ev=10.670 lumo_energy_ev=0.764
C -0.084 1.991 0.093
N 0.734 1.458 -0.718
C 0.202 0.319 -1.494
H 0.308 2.713 0.801
H -1.153 1.844 -0.075
H -0.625 -0.160 -0.972
H -0.011 0.550 -2.535
H 1.016 -0.411 -1.481
O 2.658 -0.538 0.594
H 3.523 -0.139 0.674
H 2.197 -0.064 -0.113
O -0.338 -1.667 1.103
H 0.546 -1.303 0.912
H -0.272 -2.149 1.920
O -2.934 -0.981 0.073
H -2.229 -1.067 0.704
H -3.539 -0.395 0.516

Preferred: ii; penalty for the next structure: 10.0 kcal/mol.

--- i ---
25
Properties=species:S:1:pos:R:3 method="wB97M-V/def2-TZVPD" spin_multiplicity=2 total_charge=+1 homo_lumo_gap_ev="10.774 / 5.810" lumo_energy_ev="-3.157 / -8.120"
C 1.021 -0.202 0.869
C -0.164 -0.651 -0.169
C -0.250 0.358 -1.280
C -1.555 -0.698 0.527
C -1.504 -1.887 1.390
N 2.161 -0.213 0.032
H 0.853 0.844 1.395
H 1.064 -0.939 1.681
H 0.068 -1.641 -0.555
H -1.065 0.117 -2.042
H -0.451 1.323 -0.879
H 0.649 0.268 -1.932
H -2.345 -0.666 -0.317
H -1.665 0.115 1.177
H -2.230 -1.931 2.289
H -1.591 -2.760 0.847
H -0.451 -2.036 1.851
H 2.713 -1.057 -0.060
H 2.788 0.588 -0.001
H 4.782 3.045 -0.216
H 5.290 1.764 -0.599
O 4.812 2.199 0.137
H -4.370 1.395 -0.573
H -4.140 0.968 -2.087
O -4.422 1.694 -1.483

--- ii ---
25
Properties=species:S:1:pos:R:3 method="wB97M-V/def2-TZVPD" spin_multiplicity=2 total_charge=+1 homo_lumo_gap_ev="10.019 / 4.687" lumo_energy_ev="-3.561 / -8.893"
C 0.170 -1.235 -0.657
C -0.646 -0.017 -0.633
C -1.086 0.590 -2.020
C 0.088 1.108 0.162
C -0.103 0.804 1.697
N -0.576 -2.418 -1.069
H 1.018 -1.263 -1.359
H 0.531 -1.456 0.352
H -1.586 -0.048 -0.085
H -1.967 1.216 -1.922
H -0.291 1.263 -2.358
H -1.068 -0.249 -2.727
H -0.241 2.141 0.118
H 1.172 1.060 0.047
H -0.145 -0.254 1.952
H 0.733 1.304 2.204
H -0.950 1.339 2.129
H -1.583 -2.355 -0.886
H -0.219 -3.242 -0.570
H 4.139 -4.905 1.224
H 2.976 -5.002 0.155
O 3.799 -4.585 0.388
H -1.667 6.446 1.180
H -2.205 5.715 2.420
O -2.002 5.586 1.482

Preferred: i; penalty for the next structure: 5.4 kcal/mol.